Here is C18H27Cl2EuN2O4 as an isolated structure in a non-equilibrium geometry from OMol25. Energies are from the ωB97M-V functional and the def2-TZVPD basis.

Each line ends with the Mulliken spin population.
Geometry (Å):
O (-0.3382, 0.8216, -0.7645)  -0.145
C (-1.2166, 1.3107, -1.4822)  -0.252
C (-0.9354, 2.0855, -2.7261)  0.065
C (0.2615, 2.8253, -2.7784)  -0.108
H (0.6954, 3.1223, -1.8090)  -0.011
C (0.8442, 3.1009, -4.0103)  0.063
H (1.8131, 3.6003, -4.0235)  0.006
C (0.2564, 2.6874, -5.2135)  -0.101
H (0.7418, 2.8349, -6.1954)  -0.011
C (-1.0276, 2.1145, -5.1552)  0.050
H (-1.4864, 1.8520, -6.1034)  0.003
C (-1.6381, 1.8195, -3.9270)  -0.082
H (-2.6502, 1.3972, -3.8511)  -0.010
H (-2.2760, 0.9374, -1.2129)  0.025
C (-2.7683, 3.1410, 0.0200)  -0.014
C (-2.5326, 1.7071, 0.2631)  0.537
H (-3.5636, 3.5509, 0.7086)  0.012
H (-3.1360, 3.2347, -1.0438)  0.000
H (-1.8270, 3.7393, 0.1055)  0.003
C (-2.6525, 0.8377, 1.2759)  -0.103
C (-3.5404, 1.1185, 2.5426)  0.073
H (-2.2379, -0.2064, 1.3626)  0.024
H (-4.3908, 1.8067, 2.2942)  -0.002
H (-2.9134, 1.5801, 3.3393)  -0.003
H (-3.9539, 0.1537, 2.9328)  -0.009
Eu (0.8309, -0.8490, 0.3747)  6.967
Cl (1.6980, 1.0902, 2.0357)  -0.002
Cl (-0.1024, -2.5236, -1.4831)  -0.004
H (4.8162, 1.3128, -1.5850)  -0.001
H (5.8172, 1.6585, 0.5217)  0.000
C (3.9436, 0.8205, -1.1432)  0.003
C (5.0729, 1.0709, 1.0655)  0.000
N (4.3816, 0.2318, 0.1025)  0.002
H (3.5475, 0.0475, -1.8200)  0.001
C (4.0139, -1.0180, 0.4475)  0.001
O (3.0770, -1.6597, -0.0946)  0.004
H (5.5361, 0.4370, 1.8285)  0.000
H (4.5329, -1.4942, 1.2872)  0.000
H (3.1892, 1.5947, -0.9640)  0.001
H (4.3635, 1.7546, 1.5484)  0.000
H (-1.4531, -5.3755, 3.7882)  0.000
H (-0.6905, -6.4088, 1.3370)  0.000
C (-1.7688, -4.4957, 3.2180)  0.000
C (-1.1977, -5.4905, 1.0125)  -0.001
N (-0.9783, -4.4330, 2.0015)  0.001
H (-1.6212, -3.6037, 3.8332)  0.000
C (-0.2592, -3.3623, 1.6690)  0.000
O (-0.2824, -2.2070, 2.1827)  0.012
H (-0.7821, -5.1544, 0.0568)  0.000
H (0.4780, -3.5559, 0.8718)  0.004
H (-2.8331, -4.6159, 2.9836)  0.000
H (-2.2744, -5.7101, 0.9063)  0.000
O (0.0594, 0.0783, 5.0717)  0.000
C (-0.6422, 0.6876, 4.3973)  0.000

Computed properties:
Frontier orbital gap (alpha / beta): 5.08 / 4.20 eV
LUMO level (alpha / beta): 2.612 / 2.604 eV
Net charge: -1
Spin multiplicity: 8